1.
Formula: C32H53BrIN6O3P2S
Source: the Open Molecules 2025 dataset
Level of theory: ωB97M-V/def2-TZVPD

The geometry in XYZ format:
```
99
Properties=species:S:1:pos:R:3:forces:R:3
C -3.93731 -2.60647 -5.13414 0.23 -0.01 0.87
C -2.45925 -2.71081 -4.57881 -1.48 0.82 -0.73
C -1.74916 -1.34702 -4.86083 0.11 -1.06 0.98
I -1.83124 -0.81429 -6.99494 -0.05 -0.22 0.58
C -0.25459 -1.27328 -4.30891 -0.88 2.54 -1.07
P 0.79436 -2.76649 -4.79893 0.59 -1.90 0.16
N 2.41447 -2.22142 -5.16926 -1.79 0.09 -0.40
O 0.21399 -3.37798 -6.28437 0.34 1.37 1.53
S 0.33115 0.37558 -5.06293 3.45 -1.03 0.63
C 1.67331 0.33412 -3.82669 -2.10 -0.68 -0.62
N 1.35601 -0.33104 -2.70997 1.07 2.05 -1.72
P 2.57184 -0.60526 -1.45580 1.84 -1.87 1.05
C 2.12805 0.25928 0.13580 -0.45 1.24 -0.47
O 3.92763 0.25170 -2.03822 -2.22 -0.24 0.35
C -0.10627 -0.75329 -2.78195 -1.67 0.57 -1.02
C -0.71195 -1.60042 -1.62782 0.95 -0.97 0.15
C -0.51784 -3.15131 -1.69711 0.63 0.17 0.70
C 0.94157 -3.65401 -1.48920 -0.78 -0.99 -0.44
Br 1.51412 -3.50669 0.40937 -0.22 0.16 -0.87
O -0.74552 0.54117 -2.85169 -0.33 -1.87 2.31
C -1.07617 1.04856 -1.55006 -0.59 2.40 0.07
C -1.37301 2.60084 -1.71530 -0.55 -1.10 -0.67
C -2.03022 2.81681 -3.13318 0.22 0.37 0.59
C -2.33521 2.98779 -0.52560 0.11 0.63 -0.99
C -1.97051 4.42253 -0.00249 -0.22 -0.71 -0.55
C -3.84109 2.96443 -0.95124 0.09 -0.27 0.69
H -4.35890 -1.61837 -4.83586 0.25 -0.57 -0.35
H -3.99139 -2.71418 -6.22989 0.01 -0.01 0.58
H -4.57589 -3.36170 -4.63018 0.40 0.28 -0.52
H -1.97617 -3.59298 -5.03604 0.04 0.49 0.40
H -2.58343 -2.81502 -3.47827 0.41 -0.05 -0.66
H -2.38334 -0.56728 -4.38648 0.75 -0.32 -0.29
H 2.44236 -1.99832 -6.16662 0.51 0.34 0.25
H 3.06683 -2.97029 -4.95831 -0.03 0.09 -0.02
H 0.98536 -3.55584 -6.83251 -0.03 -0.08 -0.30
H 2.65618 0.77428 -4.04746 -0.51 -0.11 0.56
H 1.30359 -0.25796 0.66752 0.47 0.14 -0.46
H 1.85596 1.33213 -0.02124 0.21 -0.70 0.24
H 3.01553 0.22174 0.80784 -0.39 -0.13 -0.63
H 4.49108 0.33097 -1.25724 0.34 0.20 -0.11
H -1.79909 -1.41423 -1.50340 0.73 0.18 -0.54
H -0.24194 -1.24174 -0.68248 -0.32 -0.29 -0.54
H -0.88340 -3.60382 -2.63742 0.19 0.42 0.49
H -1.12097 -3.57726 -0.86292 0.29 0.21 -0.62
H 1.68694 -3.22512 -2.18221 -0.29 0.10 0.82
H 0.93126 -4.74589 -1.69897 0.13 0.71 0.34
H -0.25580 0.98213 -0.80362 -0.33 -0.39 -0.53
H -2.00327 0.59662 -1.13612 0.60 0.02 -0.36
H -0.41301 3.16673 -1.68977 -0.63 -0.35 0.23
H -2.78355 2.01723 -3.28578 0.43 0.54 -0.23
H -2.54697 3.79621 -3.18240 0.30 -0.54 0.08
H -1.27059 2.82679 -3.94366 -0.51 -0.29 0.51
H -2.20205 2.19552 0.25087 -0.08 0.76 -0.17
H -2.91013 4.90116 0.34664 1.06 -0.18 -0.13
H -1.24984 4.30600 0.83446 -0.36 0.70 -1.01
H -1.54410 5.05036 -0.81241 -0.21 -0.43 0.36
H -4.08558 3.77161 -1.67245 0.17 -0.59 0.41
H -4.16071 1.97302 -1.34539 0.22 0.67 0.06
H -4.44859 3.13553 -0.03449 0.33 -0.05 -0.57
N -1.55750 4.46939 3.76164 -0.16 -0.01 -0.10
C -2.39427 4.21213 2.70832 -0.26 -0.20 0.74
C -3.34910 5.19612 2.67890 0.02 -0.17 0.19
C -3.07539 6.08289 3.75115 0.10 0.02 0.15
C -1.96334 5.61045 4.39959 -0.02 0.11 0.08
H -0.76857 3.90881 4.02568 -0.01 0.01 0.04
H -2.23893 3.35358 2.07489 -0.20 0.01 0.44
H -4.15440 5.27116 1.96576 -0.01 0.03 0.10
H -3.63051 6.96757 4.01737 0.02 -0.03 0.00
H -1.42877 5.98515 5.25662 -0.03 0.01 -0.03
N -1.79255 -0.95616 2.02442 0.00 0.01 -0.05
C -1.52940 0.30705 2.48601 0.00 0.09 -0.06
C -2.49826 0.63190 3.39963 0.14 0.11 -0.02
C -3.37526 -0.47755 3.49935 -0.02 -0.18 -0.10
C -2.91375 -1.44334 2.64180 -0.08 0.02 0.00
H -1.24611 -1.44770 1.34114 0.02 -0.10 0.12
H -0.67935 0.86402 2.12344 -0.01 0.01 0.04
H -2.56895 1.56328 3.93814 -0.03 -0.03 -0.01
H -4.24642 -0.55895 4.12846 0.04 0.00 -0.01
H -3.28514 -2.42964 2.41727 0.00 0.03 0.04
N 2.92380 -4.11076 3.78064 0.04 -0.01 0.06
C 2.74281 -5.38136 4.25570 0.02 -0.07 0.01
C 3.67059 -5.59647 5.24284 -0.14 -0.06 -0.09
C 4.43633 -4.40929 5.37113 0.05 0.14 -0.05
C 3.95049 -3.51038 4.45753 0.09 0.01 -0.01
H 2.38863 -3.68150 3.05022 -0.04 -0.04 0.07
H 1.97417 -6.01939 3.85191 0.04 0.00 0.03
H 3.78557 -6.50519 5.81077 -0.01 0.03 -0.01
H 5.25027 -4.23402 6.05577 -0.04 0.00 -0.02
H 4.24597 -2.49932 4.23244 -0.01 -0.01 0.11
N 4.97635 0.18084 3.60149 -0.02 0.06 0.02
C 6.02586 0.30274 4.47180 0.07 0.02 0.02
C 5.92304 1.52392 5.08667 0.08 -0.16 -0.01
C 4.76543 2.16155 4.57306 -0.15 0.01 -0.12
C 4.19982 1.30870 3.66092 -0.01 0.05 -0.05
H 4.80258 -0.61196 3.01280 0.05 -0.04 0.05
H 6.75217 -0.48621 4.57674 -0.01 0.04 0.02
H 6.60340 1.91536 5.82504 -0.03 -0.02 -0.02
H 4.38911 3.13511 4.84254 0.01 -0.03 0.00
H 3.31610 1.40641 3.05088 0.00 0.03 0.06
```
Forces are in eV/Å.

Summary:
* DFT total energy: -156673.5249 eV
* total charge: +1
* lowest unoccupied orbital energy: -4.103 eV
* highest occupied orbital energy: -9.8 eV
* energy above the lowest of the compared OMol25 structures with the same formula, charge and spin: 68.60 kcal/mol

2.
Formula: C32H53F6GeMnN2O5PS2
Source: the Open Molecules 2025 dataset
Level of theory: ωB97M-V/def2-TZVPD

The geometry in XYZ format:
```
103
Properties=species:S:1:pos:R:3:forces:R:3
Mn -0.27922 0.08378 0.22989 0.21 0.71 -0.22
C -1.14615 3.58519 -0.62964 -0.12 -0.05 0.02
C -2.55464 3.21220 -0.26446 0.04 0.17 -0.11
C -3.60047 4.12096 -0.35333 0.09 -0.08 -0.06
C -4.90658 3.78098 -0.01366 0.05 -0.08 0.04
C -5.14836 2.48316 0.43736 0.06 -0.03 -0.02
C -4.13603 1.54491 0.55354 -0.19 -0.05 0.03
C -4.39232 0.15509 1.06594 0.02 0.04 -0.06
C -2.79369 1.88689 0.20364 0.15 -0.16 0.03
N -1.83484 0.96399 0.31233 -0.94 0.33 0.07
H -1.10640 4.54742 -1.15350 0.01 -0.10 0.06
H -0.68503 2.80038 -1.24094 -0.03 0.05 -0.06
H -0.52454 3.63978 0.26381 0.03 0.01 -0.02
H -3.38677 5.12579 -0.71454 0.03 -0.05 0.02
H -5.70973 4.50348 -0.08901 -0.01 0.01 -0.01
H -6.16029 2.19714 0.71728 0.05 -0.03 0.00
H -5.44142 0.02767 1.34764 0.05 0.00 -0.01
H -3.75584 -0.05515 1.93250 -0.05 0.00 -0.06
H -4.13073 -0.60027 0.31599 -0.02 0.05 0.06
C 1.83408 4.49633 0.93225 -0.13 0.13 -0.19
Ge 2.16382 2.72666 1.75105 -0.14 0.29 0.06
C 4.12459 2.61603 1.64938 0.26 -0.18 -0.01
C 1.68664 2.98360 3.63891 -0.10 -0.07 0.21
C 1.35324 1.12610 1.08882 0.22 -0.26 -0.48
H 2.64736 5.16628 1.23773 -0.09 -0.08 -0.04
H 0.88566 4.92797 1.26922 0.14 -0.03 -0.07
H 1.81679 4.44864 -0.16360 0.00 0.02 0.17
H 4.59137 3.45202 2.18449 -0.03 -0.09 -0.07
H 4.43737 2.65191 0.59740 -0.02 0.00 0.17
H 4.48361 1.66936 2.06946 -0.03 0.17 -0.07
H 2.16942 3.87048 4.06198 -0.04 -0.06 -0.03
H 1.98164 2.10690 4.22615 -0.04 0.12 -0.05
H 0.60010 3.09778 3.72380 0.13 0.00 0.02
H 1.49942 0.45392 1.94254 0.08 -0.16 0.13
H 2.07990 0.76690 0.33957 0.09 -0.02 0.11
F 4.53967 -0.74829 0.77841 0.03 0.08 -0.05
C 3.98150 -1.86361 1.29809 -0.02 0.15 -0.02
F 3.81383 -1.64412 2.61323 0.02 0.03 0.17
F 4.88841 -2.84560 1.17323 0.11 -0.12 -0.06
S 1.83107 -2.05896 0.40104 0.03 -1.25 0.56
O 0.29905 -1.78542 0.54141 0.47 -0.11 -0.09
O 2.20887 -1.92210 -1.01503 0.30 0.14 0.68
N 1.98396 -3.65076 0.88425 -0.74 0.16 -0.18
S 0.92044 -4.77339 0.61818 0.62 0.30 0.23
O 0.35126 -4.84364 -0.70868 0.65 -0.89 1.09
O 1.38843 -6.01356 1.19136 0.11 0.03 -0.02
C -0.58963 -4.42123 1.68824 0.19 0.00 -0.03
F -0.97813 -5.57420 2.28289 -0.14 0.23 -0.03
F -1.63010 -3.97358 0.97971 -0.01 -0.03 0.05
F -0.33142 -3.53988 2.65670 -0.08 -0.14 0.11
O 0.00324 0.16509 -2.00331 -0.07 0.18 0.05
P 0.26544 0.42265 -3.45562 0.01 -0.34 0.44
C 1.71342 1.52976 -3.58391 0.21 -0.03 0.03
C 2.88791 1.15475 -2.64957 0.03 -0.09 -0.16
C 3.98731 0.31171 -3.29724 -0.02 0.06 -0.08
C 4.42083 0.87117 -4.65121 -0.11 -0.03 0.02
C 3.21155 0.97025 -5.58264 0.01 0.03 0.17
C 2.16737 1.92704 -4.99964 0.03 -0.19 0.04
C -1.08300 1.40399 -4.21138 -0.22 -0.03 -0.05
C -1.16548 1.38199 -5.76677 -0.08 -0.08 0.09
C -2.61438 1.37140 -6.26327 -0.04 0.05 0.15
C -3.43869 2.41611 -5.50911 0.04 -0.08 0.10
C -3.48479 2.11797 -3.98638 0.07 -0.06 -0.16
C -2.44451 1.07501 -3.56568 0.00 0.10 -0.17
C 0.45679 -1.12462 -4.37501 0.07 -0.28 0.01
C 1.51962 -2.02404 -3.65459 -0.32 0.00 -0.29
C 0.93216 -3.35182 -3.15691 -0.12 0.22 0.08
C -0.33098 -3.07836 -2.33964 -0.52 0.29 -0.70
C -1.43242 -2.40856 -3.19853 0.37 0.11 -0.06
C -0.88493 -1.87220 -4.53283 -0.06 0.12 0.20
H 1.24363 2.40411 -3.12270 -0.01 0.15 0.03
H 2.51141 0.62228 -1.77699 -0.07 0.05 0.06
H 3.33305 2.08903 -2.28494 -0.03 -0.01 -0.04
H 3.63587 -0.71430 -3.43051 0.10 0.14 0.04
H 4.83194 0.26458 -2.60699 0.01 -0.04 0.00
H 5.19339 0.23557 -5.09550 -0.01 0.04 0.02
H 4.85336 1.87306 -4.51929 0.01 -0.06 -0.03
H 2.77856 -0.03079 -5.70334 0.04 0.09 -0.03
H 3.51024 1.32007 -6.57438 0.00 -0.02 -0.04
H 1.31054 2.00474 -5.67392 0.09 0.05 0.05
H 2.61851 2.92435 -4.94402 -0.01 0.01 -0.02
H -0.84467 2.42243 -3.88587 -0.03 0.09 -0.02
H -0.63106 0.52457 -6.18666 -0.03 0.07 0.04
H -0.68254 2.27754 -6.16487 0.01 0.00 -0.01
H -3.05797 0.37980 -6.12084 0.04 0.05 -0.02
H -2.63094 1.57471 -7.33739 0.00 -0.03 -0.01
H -4.44997 2.45816 -5.92041 0.00 0.05 0.01
H -2.98611 3.39955 -5.68649 -0.04 -0.05 0.01
H -4.47492 1.75988 -3.69820 -0.01 0.01 0.01
H -3.31486 3.03288 -3.41802 -0.01 0.05 0.05
H -2.78213 0.08055 -3.86940 0.08 0.04 0.06
H -2.34623 1.06136 -2.48140 0.02 -0.04 0.09
H 0.81192 -0.84147 -5.36954 0.04 -0.04 -0.09
H 1.90319 -1.52544 -2.76427 -0.15 -0.07 -0.38
H 2.36222 -2.20758 -4.32451 0.02 -0.01 -0.15
H 1.66603 -3.83628 -2.50994 -0.06 0.05 -0.14
H 0.72104 -4.02796 -3.99408 0.01 -0.05 -0.04
H -0.04388 -2.41804 -1.51772 -0.24 -0.19 -0.33
H -0.69097 -3.99556 -1.87459 -0.24 0.64 -0.64
H -1.86937 -1.58826 -2.62567 -0.08 0.01 -0.03
H -2.24102 -3.11143 -3.41770 -0.02 -0.03 -0.03
H -1.62831 -1.23336 -5.01816 0.02 -0.02 -0.08
H -0.70920 -2.70866 -5.21344 0.03 -0.02 -0.03
```
Forces are in eV/Å.

Summary:
* DFT total energy: -182362.9900 eV
* total charge: -2
* lowest unoccupied orbital energy (alpha / beta): 3.944 / 3.944 eV
* highest occupied orbital energy (alpha / beta): -1.4 / -2.1 eV
* 2S+1: 6
* energy above the lowest of the compared OMol25 structures with the same formula, charge and spin: 31.10 kcal/mol
* <S²>: 9.185